Record 1
ORCA calculation (ωB97M-V with the def2-TZVPD basis set) on one molecule with the formula C3H5NO2S.

Summary:
SMILES: C[C@H]1ONC(=S)O1
Frontier orbital gap (eV): 9.69

Element x y z (Å)
C 1.126 -1.105 -0.005
C -0.340 -0.826 -0.092
O -0.838 -0.150 1.034
N -0.521 1.184 0.809
C -0.640 1.356 -0.552
S -0.746 2.788 -1.283
O -0.538 0.121 -1.111
H 1.506 -1.466 -0.971
H 1.350 -1.819 0.780
H 1.627 -0.149 0.227
H -0.939 -1.739 -0.244
H -1.046 1.804 1.408

natural (NBO) atomic charge list, values in e, 4 entries: number 1, C, carries -0.66; number 2, C, carries 0.36; number 3, O, carries -0.37; number 4, N, carries -0.35


Record 2
ORCA calculation (ωB97M-V with the def2-TZVPD basis set) on one molecule with the formula C3H2O5.

Summary:
SMILES: O=C(O)C(=O)C(=O)O
Frontier orbital gap (eV): 9.07

Element x y z (Å)
O -1.156 -1.456 -0.350
C -1.233 -0.207 -0.118
O -2.317 0.474 0.275
C -0.060 0.484 -0.347
O -0.037 1.856 -0.544
C 1.302 -0.070 0.199
O 1.357 0.118 1.624
O 2.155 -0.323 -0.878
H -3.038 -0.330 0.622
H 3.026 -0.545 -0.481

natural (NBO) atomic charge list, values in e, 4 entries: number 1, O, carries -0.54; number 2, C, carries 0.65; number 3, O, carries -0.61; number 4, C, carries 0.33


Record 3
ORCA calculation (ωB97M-V with the def2-TZVPD basis set) on a 2-piece molecular cluster, C4H14N2Si overall.

Summary:
Frontier orbital gap (alpha / beta) (eV): 6.45 / 9.29

Element x y z (Å)
C -1.356 1.143 1.256
C -1.444 1.170 -1.138
C 1.212 -0.845 1.657
C -0.314 -2.320 -0.876
N 3.117 0.798 -1.340
N -0.991 0.432 0.008
Si 0.295 -0.662 -0.006
H -1.176 0.310 2.024
H -0.585 1.901 1.615
H -2.440 1.539 1.192
H -1.092 2.260 -1.195
H -1.027 0.681 -2.065
H -2.558 1.371 -1.072
H 1.252 0.176 2.133
H 0.911 -1.592 2.396
H 2.223 -1.075 1.280
H -1.336 -2.353 -0.396
H -0.465 -2.255 -2.034
H 0.132 -3.373 -0.628
H 2.718 1.084 -2.196
H 2.926 1.611 -0.616

natural (NBO) atomic charge list, values in e, 4 entries: number 1, C, carries -0.42; number 2, C, carries -0.41; number 3, C, carries -1.16; number 4, C, carries -1.14


Record 4
ORCA calculation (ωB97M-V with the def2-TZVPD basis set) on a 2-piece molecular cluster, C2H4N2O2 overall.

Summary:
SMILES: N=C=O.C=NO
Frontier orbital gap (eV): 10.70

Element x y z (Å)
N 1.829 1.115 -0.335
C 2.324 0.144 0.124
O 2.558 -0.948 0.404
H 2.173 2.155 -0.426
C -0.639 -1.076 -0.248
N -0.356 -0.326 0.691
O -0.891 0.968 0.556
H -1.203 -0.677 -1.199
H -0.394 -2.178 -0.183
H -0.426 1.495 1.151

natural (NBO) atomic charge list, values in e, 4 entries: number 1, N, carries -0.79; number 2, C, carries 0.85; number 3, O, carries -0.50; number 4, H, carries 0.44


Record 5
ORCA calculation (ωB97M-V with the def2-TZVPD basis set) on one molecule with the formula C4H6F2N2.

Summary:
SMILES: CN/N=C/C(F)=C\F
Frontier orbital gap (eV): 9.03

Element x y z (Å)
C -2.111 -0.740 0.096
N -1.801 0.587 -0.514
N -0.483 1.079 -0.101
C 0.372 0.096 -0.002
C 1.712 0.643 -0.049
F 1.808 1.989 0.048
C 2.897 -0.035 -0.169
F 2.941 -1.277 -0.159
H -2.321 -1.659 -0.614
H -3.204 -0.800 0.613
H -1.454 -0.851 1.030
H -2.468 1.296 -0.119
H 0.253 -0.944 -0.001
H 3.860 0.615 -0.059

natural (NBO) atomic charge list, values in e, 4 entries: number 1, C, carries -0.50; number 2, N, carries -0.45; number 3, N, carries -0.18; number 4, C, carries -0.09


Record 6
ORCA calculation (ωB97M-V with the def2-TZVPD basis set) on a 7-piece molecular cluster, C29H47BN6O overall.

Summary:
Frontier orbital gap (eV): 3.30

Element x y z (Å)
C 3.085 -0.376 -1.324
C 2.940 -1.592 -0.398
C 2.918 -1.194 1.117
C 2.599 -2.480 1.964
C 1.200 -2.709 1.571
C 0.990 -3.308 0.232
N 1.753 -2.520 -0.745
O 1.458 -2.459 -1.985
C -0.510 -3.294 -0.106
C 1.463 -4.720 0.082
C 4.170 -2.535 -0.727
H 3.955 0.058 -0.776
H 2.213 0.267 -1.281
H 3.016 -0.572 -2.281
H 1.961 -0.551 1.355
H 3.802 -0.727 1.294
H 2.426 -2.204 2.947
H 3.189 -3.312 2.054
H 0.520 -1.945 1.710
H 0.814 -3.277 2.380
H -0.685 -3.655 -1.109
H -0.781 -2.386 -0.444
H -1.203 -3.494 0.449
H 2.560 -5.027 0.458
H 1.432 -5.126 -0.953
H 0.714 -5.435 0.482
H 4.203 -3.461 -0.189
H 5.234 -2.064 -0.707
H 4.083 -3.025 -1.791
B -0.933 0.913 0.623
H -0.179 1.621 1.410
H -0.218 0.584 -0.432
H -1.358 -0.250 0.980
H -1.859 1.706 0.328
N -3.588 -0.833 -3.241
C -2.201 -0.975 -3.020
C -1.559 -1.451 -4.311
C -2.700 -1.444 -5.321
C -3.901 -1.060 -4.685
H -4.122 -0.586 -2.478
H -1.789 -0.671 -2.005
H -0.528 -1.700 -4.489
H -2.478 -1.742 -6.267
H -4.835 -0.882 -5.130
N -1.919 1.768 4.073
C -1.339 2.972 4.660
C -1.622 2.914 6.216
C -2.239 1.646 6.413
C -2.442 0.932 5.073
H -1.874 1.467 3.132
H -1.029 3.917 3.905
H -1.375 3.779 7.043
H -2.818 1.309 7.474
H -2.902 0.028 4.858
N -4.252 0.049 -0.328
C -5.261 0.721 -1.107
C -6.117 -0.473 -1.521
C -5.627 -1.732 -1.090
C -4.461 -1.345 -0.195
H -3.354 0.587 0.110
H -5.390 1.770 -1.188
H -6.897 -0.090 -2.038
H -6.071 -2.715 -1.124
H -3.802 -1.958 0.382
N 4.100 2.246 0.251
C 3.244 2.468 1.365
C 4.030 1.970 2.531
C 5.483 1.706 2.042
C 5.318 1.770 0.573
H 3.615 2.362 -0.552
H 2.257 2.744 1.402
H 3.814 2.181 3.540
H 6.335 1.613 2.664
H 6.079 1.597 -0.034
N -0.026 3.549 -1.574
C 0.711 4.808 -1.508
C 0.514 5.486 -2.775
C -0.618 4.639 -3.526
C -0.730 3.406 -2.771
H -0.038 2.753 -0.751
H 1.233 5.108 -0.561
H 0.906 6.499 -3.054
H -1.065 4.806 -4.466
H -1.642 2.637 -2.784

Löwdin atomic charge list, values in e, 4 entries: number 1, C, carries 0.01; number 2, C, carries -0.37; number 3, C, carries -0.05; number 4, C, carries -0.13